[1]
{"formula": "C25H23N5PtSe", "method": "ωB97M-V with the def2-TZVPD basis set", "fmax_ha_per_bohr": 0.0062, "de_lowest_kcal_mol": 6.15, "charge": 4, "elements": ["Pt", "Se", "N", "N", "N", "N", "N", "C", "C", "C", "C", "C", "C", "C", "C", "C", "C", "C", "C", "C", "C", "C", "C", "C", "C", "C", "C", "C", "C", "C", "C", "C", "H", "H", "H", "H", "H", "H", "H", "H", "H", "H", "H", "H", "H", "H", "H", "H", "H", "H", "H", "H", "H", "H", "H"], "xyz": [[0.008, 1.206, -0.601], [0.021, -1.006, -1.623], [-0.002, -3.658, -0.676], [-0.008, 2.861, 0.469], [2.055, 1.623, -0.511], [-2.038, 1.612, -0.564], [0.008, -2.182, 0.989], [-2.705, 0.042, -2.354], [3.062, 1.080, -1.227], [-3.024, 1.055, -1.299], [1.175, 4.409, 1.790], [-0.024, -6.130, 1.981], [3.622, 3.099, 0.553], [-3.642, 3.080, 0.456], [4.672, 2.479, -0.113], [1.166, 3.345, 0.907], [2.778, 0.072, -2.296], [-0.037, 4.942, 2.208], [4.378, 1.484, -1.021], [0.007, -2.290, -0.384], [-0.003, -3.394, 1.560], [-0.008, -3.806, 2.892], [-4.347, 1.450, -1.126], [-0.004, -4.281, -2.022], [-1.197, 3.341, 0.873], [-1.235, 4.405, 1.755], [-0.009, -4.354, 0.454], [-0.019, -5.753, 0.680], [-2.347, 2.657, 0.266], [2.336, 2.666, 0.331], [-0.018, -5.162, 3.083], [-4.670, 2.447, -0.232], [-5.114, 0.979, -1.727], [-0.003, -3.509, -2.784], [2.103, 4.827, 2.152], [-0.021, -5.564, 4.091], [0.891, -4.895, -2.119], [0.014, -1.291, 1.475], [2.566, -0.915, -1.863], [-0.032, -7.182, 2.243], [-3.558, -0.095, -3.018], [-2.175, 4.818, 2.092], [5.693, 2.799, 0.047], [-0.003, -3.103, 3.715], [3.652, -0.064, -2.932], [-5.698, 2.758, -0.096], [-2.511, -0.944, -1.910], [1.974, 0.402, -2.956], [-0.048, 5.777, 2.896], [-0.023, -6.474, -0.127], [-0.900, -4.891, -2.118], [-3.856, 3.907, 1.117], [-1.880, 0.369, -2.989], [5.162, 1.025, -1.606], [3.813, 3.926, 1.221]], "forces_ev_per_angstrom": [[0.05, -0.10, 0.01], [0.02, 0.09, 0.07], [0.00, -0.17, 0.00], [-0.02, -0.01, -0.01], [-0.05, -0.03, -0.03], [0.05, -0.03, -0.01], [-0.02, -0.12, 0.19], [-0.02, 0.12, -0.01], [-0.03, -0.01, -0.02], [0.00, -0.01, -0.03], [0.03, 0.00, -0.01], [0.00, 0.07, 0.11], [0.01, -0.01, -0.01], [-0.01, -0.01, -0.02], [0.00, 0.03, 0.02], [-0.05, 0.01, 0.03], [0.00, 0.09, -0.01], [0.00, 0.02, 0.03], [0.03, -0.02, -0.04], [0.03, 0.23, -0.22], [0.00, 0.05, -0.04], [0.00, -0.10, 0.12], [-0.01, -0.03, -0.05], [0.00, 0.05, -0.01], [0.05, 0.02, 0.04], [-0.04, -0.02, -0.02], [0.00, -0.01, -0.05], [0.00, 0.04, -0.03], [-0.03, -0.04, -0.01], [0.04, -0.02, -0.03], [0.00, 0.04, -0.10], [0.01, 0.03, 0.03], [-0.01, 0.00, 0.00], [0.00, 0.00, 0.01], [0.00, -0.01, 0.00], [0.00, 0.04, 0.01], [0.00, 0.00, 0.00], [0.00, -0.01, 0.01], [0.01, -0.04, 0.00], [0.00, 0.00, -0.01], [-0.02, -0.06, 0.03], [0.00, 0.00, 0.00], [0.00, 0.00, 0.00], [0.00, -0.03, 0.02], [0.01, -0.06, 0.04], [0.00, 0.00, 0.00], [-0.02, -0.04, 0.00], [-0.03, 0.01, 0.01], [0.00, 0.00, 0.00], [0.00, 0.03, -0.02], [0.00, 0.00, 0.00], [0.00, 0.00, 0.00], [0.02, 0.01, 0.01], [0.00, 0.00, 0.01], [0.00, 0.00, 0.00]], "mulliken_charge": [0.554, 0.014, 0.314, -0.289, -0.189, -0.185, 0.232, -2.030, 1.634, 1.669, -0.633, -0.654, -0.650, -0.664, -0.708, 0.599, -1.999, -0.937, -0.724, -0.255, 0.823, -0.908, -0.742, -0.936, 0.598, -0.637, 0.955, -0.667, 0.867, 0.863, -0.435, -0.706, 0.434, 0.295, 0.419, 0.473, 0.439, 0.246, 0.312, 0.480, 0.504, 0.416, 0.497, 0.483, 0.501, 0.497, 0.316, 0.408, 0.493, 0.536, 0.439, 0.393, 0.420, 0.433, 0.390]}

***

[2]
{"formula": "C5H11N2", "method": "ωB97M-V with the def2-TZVPD basis set", "fmax_ha_per_bohr": 0.1508, "de_lowest_kcal_mol": 75.67, "charge": 1, "elements": ["N", "N", "C", "C", "C", "C", "C", "H", "H", "H", "H", "H", "H", "H", "H", "H", "H", "H"], "xyz": [[0.659, -2.044, -0.303], [-0.773, 1.124, -0.985], [1.420, -2.831, -1.012], [-0.938, 2.818, 0.694], [0.655, -2.113, 1.202], [-0.853, -0.063, -0.847], [-0.840, 2.497, -0.770], [1.329, -2.682, -2.029], [0.284, -1.133, 1.526], [1.895, -3.675, -0.465], [-1.665, 2.894, -1.407], [-0.270, -1.058, -0.787], [-0.180, 2.322, 1.245], [-1.779, 2.366, 1.199], [-0.693, 3.877, 0.999], [-0.006, -2.832, 1.462], [0.079, 2.834, -1.265], [1.674, -2.298, 1.544]], "forces_ev_per_angstrom": [[1.78, -1.36, -0.54], [-1.24, -7.24, 1.23], [-2.30, 0.71, 4.46], [0.72, 0.97, 1.21], [1.90, 2.49, -2.50], [-0.09, 7.62, -1.44], [-0.11, 1.80, -1.42], [0.40, -0.20, -2.22], [0.25, -0.28, 0.26], [0.31, 0.64, -0.92], [0.42, -0.25, 0.63], [0.88, -2.04, 0.53], [1.38, -0.77, 0.10], [-0.96, 0.59, -0.31], [-1.04, -0.90, -0.85], [-2.00, -2.37, 1.16], [-0.05, 0.55, 0.39], [-0.26, 0.01, 0.23]], "mulliken_charge": [-0.244, -0.045, -0.227, -1.105, -0.867, -0.028, -0.145, 0.297, 0.216, 0.277, 0.289, 0.511, 0.363, 0.368, 0.324, 0.364, 0.268, 0.384]}

***

[3]
{"formula": "C4H7NO", "method": "ωB97M-V with the def2-TZVPD basis set", "fmax_ha_per_bohr": 0.0073, "de_lowest_kcal_mol": 30.75, "smiles": "O=CN1CCC1", "charge": 0, "elements": ["O", "N", "C", "C", "C", "C", "H", "H", "H", "H", "H", "H", "H"], "xyz": [[2.336, 1.403, -0.681], [0.557, 0.035, -0.338], [-0.163, -1.116, 0.204], [-1.403, -0.204, 0.366], [1.875, 0.298, -0.468], [-0.527, 0.982, -0.104], [-1.787, -0.129, 1.385], [-0.277, -1.946, -0.499], [-0.287, 1.718, 0.670], [0.255, -1.492, 1.144], [2.504, -0.609, -0.367], [-0.859, 1.509, -1.002], [-2.224, -0.449, -0.309]], "forces_ev_per_angstrom": [[-0.12, -0.23, 0.07], [0.35, 0.13, -0.06], [0.01, -0.29, 0.04], [-0.18, -0.03, 0.07], [-0.08, 0.05, 0.01], [-0.14, 0.25, -0.02], [0.06, 0.02, -0.15], [0.04, 0.10, 0.09], [0.00, -0.07, -0.10], [-0.05, 0.03, -0.09], [-0.04, 0.07, -0.05], [0.02, -0.06, 0.10], [0.14, 0.03, 0.09]], "mulliken_charge": [-0.571, 0.061, -0.499, -0.390, 0.048, -0.464, 0.229, 0.243, 0.253, 0.271, 0.333, 0.254, 0.232]}

***

[4]
{"formula": "C3H9AgBrO4P", "method": "ωB97M-V with the def2-TZVPD basis set", "spin_multiplicity": 2, "fmax_ha_per_bohr": 0.1401, "de_lowest_kcal_mol": 69.83, "charge": 1, "elements": ["Ag", "Br", "P", "O", "O", "O", "O", "C", "C", "C", "H", "H", "H", "H", "H", "H", "H", "H", "H"], "xyz": [[1.309, 4.347, 2.694], [2.071, 2.733, 1.610], [0.373, -0.926, -0.822], [1.142, -0.822, -2.040], [-0.523, -2.190, -0.532], [-0.700, 0.329, -0.622], [1.190, -0.669, 0.514], [2.160, 0.308, 0.667], [-1.735, 0.685, -1.465], [-1.515, -2.077, 0.478], [-2.389, -2.726, 0.420], [3.076, -0.153, 1.036], [2.331, 0.704, -0.334], [1.875, 1.059, 1.403], [-0.906, -2.311, 1.351], [-1.855, -1.068, 0.713], [-1.655, 1.772, -1.490], [-2.742, 0.541, -1.072], [-1.510, 0.464, -2.508]], "forces_ev_per_angstrom": [[-2.76, 5.45, 3.82], [3.02, -3.00, -3.37], [-3.52, 2.17, -0.60], [0.48, -0.54, -0.24], [0.48, 0.54, -1.45], [2.54, -1.97, 1.38], [0.42, -0.27, 1.82], [0.47, -3.65, -3.63], [-0.06, 2.36, -1.31], [0.49, 0.10, 2.61], [0.55, -0.26, -0.74], [0.05, 0.18, 0.53], [0.26, 0.79, 0.29], [-0.98, 0.00, 1.27], [-0.72, -0.50, 0.58], [-0.01, 0.10, -0.80], [-0.24, 0.34, -0.03], [0.13, -0.98, -0.18], [-0.59, -0.84, 0.03]], "mulliken_charge": [0.366, 0.119, 1.031, -0.644, -0.309, -0.250, -0.202, -0.664, -0.764, -0.624, 0.278, 0.429, 0.404, 0.325, 0.291, 0.304, 0.290, 0.278, 0.343]}

***

[5]
{"formula": "C6H7N5O2", "method": "ωB97M-V with the def2-TZVPD basis set", "fmax_ha_per_bohr": 0.0878, "de_lowest_kcal_mol": 178.52, "charge": 0, "elements": ["O", "O", "N", "N", "N", "N", "N", "C", "C", "C", "C", "C", "C", "H", "H", "H", "H", "H", "H", "H"], "xyz": [[0.798, 3.447, -1.042], [1.186, 2.469, 0.858], [-2.707, 1.191, 0.413], [-1.282, -3.357, 0.279], [-2.855, 1.409, -0.933], [0.467, 2.653, -0.159], [-1.514, 1.480, 0.727], [-0.377, -1.298, 1.559], [-1.747, 1.874, -1.412], [-0.038, -0.082, -0.696], [-0.796, 1.990, -0.317], [-0.994, -2.455, 0.879], [0.567, -0.517, 0.567], [-1.758, 2.160, -2.448], [0.569, 0.570, -1.336], [-1.152, -0.525, 1.759], [-0.975, -0.430, -1.187], [0.045, -1.665, 2.466], [1.571, -0.878, 0.292], [0.867, 0.279, 1.084]], "forces_ev_per_angstrom": [[-0.66, -1.11, 0.37], [-1.95, -0.34, -1.77], [0.90, -0.05, -0.77], [-1.22, -2.87, -1.89], [-0.80, -0.10, -0.49], [1.92, 1.65, 1.11], [0.70, 0.49, 2.97], [-0.95, 0.68, -2.09], [0.01, 1.24, -0.04], [-0.69, 2.55, -0.34], [-1.17, -2.61, -1.20], [1.54, 3.06, 1.88], [-1.22, -3.58, -1.19], [0.65, 0.06, -0.15], [0.28, -1.23, -0.15], [0.34, -0.76, 0.30], [0.85, -0.16, 0.71], [0.71, 0.14, 0.62], [-0.33, -0.96, 0.09], [1.10, 3.87, 2.04]], "mulliken_charge": [-0.555, -0.536, -0.567, -0.397, -0.287, 0.939, 0.029, -0.489, -0.313, -0.643, 0.242, 0.231, -0.716, 0.445, 0.517, 0.287, 0.443, 0.445, 0.475, 0.450]}

***

[6]
{"formula": "C39H34BF15GeN6S4V", "method": "ωB97M-V with the def2-TZVPD basis set", "fmax_ha_per_bohr": 0.0182, "de_lowest_kcal_mol": 0.51, "charge": 3, "elements": ["Ge", "V", "S", "S", "S", "S", "F", "F", "F", "F", "F", "F", "F", "F", "F", "F", "F", "F", "F", "F", "F", "N", "N", "N", "N", "N", "N", "C", "C", "C", "C", "C", "C", "C", "C", "C", "C", "C", "C", "C", "C", "C", "C", "C", "C", "C", "C", "C", "C", "C", "C", "C", "C", "C", "C", "C", "C", "C", "C", "C", "C", "C", "C", "C", "C", "C", "B", "H", "H", "H", "H", "H", "H", "H", "H", "H", "H", "H", "H", "H", "H", "H", "H", "H", "H", "H", "H", "H", "H", "H", "H", "H", "H", "H", "H", "H", "H", "H", "H", "H", "H"], "xyz": [[0.174, 0.241, 4.901], [-0.112, 0.001, 0.477], [1.988, -0.088, -0.123], [-0.202, -0.100, 2.502], [-1.040, 1.865, -0.202], [-1.215, -1.721, -0.300], [-0.315, 5.272, 3.737], [4.930, 2.105, 6.115], [-2.365, 5.654, 5.473], [4.750, -1.977, 3.785], [6.181, -0.014, 4.990], [2.245, 2.280, 6.035], [-2.104, -4.384, 7.966], [0.342, -0.391, 7.623], [-0.619, -2.443, 9.147], [-1.664, -2.278, 3.814], [-3.321, 3.594, 6.943], [0.793, 2.822, 3.499], [-2.615, -4.292, 5.310], [-2.243, 1.144, 6.687], [2.055, -1.827, 3.732], [-3.324, -1.196, -1.995], [2.691, -2.253, -1.681], [-1.418, -0.327, -2.670], [0.588, 3.532, -1.652], [0.413, 1.524, -2.535], [1.098, -1.010, -2.553], [0.873, 4.479, 0.625], [-2.011, -1.080, -1.727], [-1.079, 5.181, -0.847], [4.953, -3.205, -1.799], [2.844, 1.227, 5.482], [4.227, 1.154, 5.536], [2.759, -0.848, 4.330], [-1.387, -2.300, 5.130], [-0.228, 3.007, 4.358], [-4.484, -1.934, -1.307], [-1.889, -3.347, 5.881], [-0.381, -1.375, 7.066], [1.384, 3.497, -2.771], [0.021, 2.320, -1.526], [1.239, 5.897, -1.384], [-1.830, 4.463, 5.356], [-1.753, 2.144, 5.962], [1.309, -2.079, -3.390], [3.798, -2.914, -0.844], [-0.695, 1.922, 5.089], [2.082, 0.231, 4.885], [2.283, -2.846, -2.851], [-1.627, -3.396, 7.248], [4.134, -0.947, 4.350], [1.275, 2.261, -3.313], [-2.321, 3.402, 6.109], [-0.623, -1.299, 5.703], [0.391, 4.781, -0.789], [-3.572, -0.460, -3.128], [-2.400, 0.069, -3.546], [-0.864, -2.402, 7.854], [3.194, -4.193, -0.278], [4.871, 0.062, 4.962], [4.300, -2.020, 0.278], [1.943, -1.148, -1.518], [-5.229, -2.698, -2.400], [-0.774, 4.266, 4.468], [-4.007, -2.926, -0.259], [-5.358, -0.859, -0.675], [0.058, 0.073, -2.994], [1.711, 1.859, -4.209], [-1.210, 6.093, -0.267], [-4.883, -3.495, 0.051], [2.302, 5.659, -1.381], [-4.549, -0.392, -3.564], [0.222, 3.793, 1.161], [0.122, 0.099, -4.184], [-3.609, -2.447, 0.633], [0.887, 5.413, 1.186], [0.775, -2.188, -4.317], [-4.804, -0.291, 0.074], [4.697, -3.921, -2.575], [-2.178, 0.660, -4.416], [3.948, -4.703, 0.320], [1.103, 6.776, -0.756], [-5.692, -2.049, -3.137], [1.889, 4.083, 0.615], [5.766, -3.644, -1.222], [2.342, -3.975, 0.367], [4.645, -1.050, -0.080], [-1.389, 5.387, -1.871], [5.163, -2.525, 0.712], [2.731, -3.748, -3.222], [2.878, -4.878, -1.063], [1.941, 4.348, -3.111], [-1.741, 4.432, -0.419], [0.922, 6.169, -2.390], [-3.286, -3.641, -0.655], [5.326, -2.293, -2.265], [-6.032, -3.261, -1.928], [3.573, -1.891, 1.078], [-6.202, -1.337, -0.180], [-4.575, -3.406, -2.908], [-5.757, -0.170, -1.417]], "forces_ev_per_angstrom": [[0.08, 0.01, 0.41], [-0.02, -0.10, 0.52], [0.15, 0.08, 0.07], [-0.11, 0.02, -0.93], [-0.04, 0.12, -0.02], [-0.03, -0.12, 0.02], [0.00, 0.03, 0.00], [0.01, 0.02, 0.01], [0.01, -0.03, 0.00], [0.00, -0.01, 0.00], [-0.02, 0.00, 0.00], [-0.03, -0.02, 0.00], [0.01, 0.01, -0.01], [0.01, 0.04, -0.04], [0.00, 0.00, 0.01], [0.02, 0.02, 0.02], [0.00, 0.00, 0.01], [-0.03, -0.02, 0.01], [-0.02, -0.02, -0.02], [0.03, -0.01, -0.03], [0.00, 0.04, 0.03], [-0.03, 0.00, -0.04], [0.02, -0.03, -0.03], [0.00, 0.03, -0.05], [-0.01, 0.03, -0.04], [0.08, -0.03, -0.03], [-0.01, 0.01, -0.07], [0.00, 0.09, 0.04], [0.05, -0.06, 0.20], [0.01, 0.02, 0.03], [0.05, -0.01, 0.04], [0.14, 0.03, 0.02], [-0.08, -0.06, -0.05], [0.08, -0.08, -0.03], [-0.08, -0.09, -0.01], [0.05, 0.14, -0.05], [0.11, 0.07, -0.06], [0.07, 0.09, 0.07], [-0.03, -0.09, 0.09], [-0.02, -0.05, -0.03], [-0.13, 0.03, 0.16], [-0.01, 0.08, 0.06], [0.03, -0.05, 0.00], [-0.12, 0.09, 0.04], [0.04, -0.04, 0.00], [-0.12, 0.06, -0.08], [-0.03, 0.14, -0.03], [0.16, -0.06, -0.07], [-0.04, 0.04, -0.02], [0.02, 0.05, -0.06], [-0.05, 0.09, 0.03], [0.00, 0.03, -0.01], [0.06, -0.04, -0.06], [-0.09, -0.12, 0.00], [0.03, -0.13, -0.09], [0.07, 0.00, -0.03], [-0.06, -0.03, 0.01], [-0.01, 0.02, -0.08], [0.02, -0.02, 0.05], [-0.05, 0.00, 0.00], [0.04, -0.02, 0.04], [-0.01, 0.06, 0.21], [-0.04, -0.03, 0.03], [-0.05, -0.11, 0.06], [-0.04, -0.02, 0.05], [-0.02, -0.01, 0.05], [-0.02, 0.00, 0.02], [0.03, -0.02, -0.03], [0.00, 0.02, 0.00], [0.02, 0.00, 0.01], [0.04, 0.00, 0.02], [-0.04, 0.02, -0.03], [0.00, -0.04, -0.02], [0.00, 0.00, -0.01], [0.01, 0.01, 0.01], [0.00, -0.01, 0.01], [-0.02, -0.01, -0.04], [0.01, 0.00, 0.01], [0.00, -0.03, -0.02], [0.00, 0.04, -0.04], [0.01, -0.01, 0.01], [0.00, 0.01, -0.01], [-0.03, 0.02, -0.02], [0.02, -0.02, 0.00], [0.02, -0.01, 0.00], [-0.01, 0.01, 0.01], [0.00, 0.02, -0.02], [0.00, 0.00, -0.03], [-0.01, 0.01, 0.02], [0.00, -0.04, -0.03], [-0.02, -0.02, -0.03], [0.01, -0.01, -0.02], [-0.03, -0.05, 0.03], [-0.01, 0.00, -0.03], [0.02, -0.01, -0.02], [0.00, 0.03, -0.01], [-0.01, -0.01, 0.00], [-0.01, -0.01, -0.01], [-0.02, 0.00, 0.00], [0.02, -0.01, -0.01], [-0.01, 0.03, -0.03]], "mulliken_charge": [-0.417, -0.323, -0.345, 0.988, -0.176, -0.258, -0.261, -0.248, -0.256, -0.328, -0.256, -0.330, -0.247, -0.334, -0.245, -0.185, -0.243, -0.450, -0.259, -0.279, -0.443, 0.514, 0.455, 0.318, 0.384, 0.150, 0.137, -1.626, 0.336, -1.556, -1.613, -0.024, 0.124, 0.342, -0.009, -0.050, 1.175, -0.096, 0.472, -0.317, 0.357, -2.203, 0.681, 0.490, -1.100, 1.418, 0.794, 0.831, -0.477, 0.622, 0.056, -1.165, 0.024, 0.295, 1.250, -0.498, -1.100, 0.059, -1.505, 0.706, -2.425, 0.366, -1.611, 0.063, -2.233, -1.432, 0.767, 0.694, 0.494, 0.552, 0.504, 0.618, 0.183, -0.132, 0.525, 0.583, 0.695, 0.296, 0.454, 0.687, 0.449, 0.453, 0.453, 0.402, 0.466, 0.314, 0.468, 0.431, 0.600, 0.630, 0.407, 0.622, 0.321, 0.537, 0.474, 0.406, 0.473, 0.443, 0.452, 0.399, 0.394]}

***

| no. | DFT total energy (eV) |
| --- | --- |
| 1 | -102301.86278 |
| 2 | -8333.83759 |
| 3 | -7798.31084 |
| 4 | -94767.82674 |
| 5 | -17872.68625 |
| 6 | -216895.83985 |